{
  "formula": "C23H36ClN6O",
  "method": "ωB97M-V with the def2-TZVPD basis set",
  "e_homo_ev": -9.7,
  "total_charge": 1,
  "de_lowest_ev": 5.153,
  "elements": ["C", "C", "O", "N", "C", "C", "C", "C", "C", "C", "N", "N", "C", "C", "C", "C", "Cl", "C", "C", "C", "N", "H", "H", "H", "H", "H", "H", "H", "H", "H", "H", "H", "H", "H", "H", "H", "H", "H", "H", "H", "H", "H", "H", "H", "H", "H", "H", "N", "C", "C", "C", "C", "H", "H", "H", "H", "H", "N", "C", "C", "C", "C", "H", "H", "H", "H", "H"],
  "positions_angstrom": [[-3.5583, -3.1051, 2.9129], [-4.3143, -2.4614, 1.6353], [-4.8037, -1.3210, 1.7856], [-4.4342, -3.2142, 0.3649], [-3.0499, -3.5154, -0.1751], [-2.2266, -2.1301, -0.4038], [-3.1391, -1.0430, -1.2225], [-2.2723, 0.2196, -1.7083], [-1.9464, 1.2661, -0.5647], [-2.9173, 1.7679, 0.5280], [-2.7516, 2.6674, 1.5743], [-1.5674, 3.2545, 1.6671], [-0.5462, 2.9630, 0.7402], [0.8273, 3.7966, 0.9501], [2.0608, 2.8745, 1.3586], [1.8930, 2.0980, 2.7453], [3.5065, 4.0322, 1.5814], [-0.5444, 1.9776, -0.4308], [0.6621, 1.6997, -1.4367], [1.3107, 0.2617, -1.0137], [0.7070, -0.3258, 0.2200], [-2.5552, -3.5042, 2.5333], [-3.3935, -2.2831, 3.6949], [-4.2307, -3.9308, 3.3402], [-4.8706, -4.1301, 0.5602], [-2.4716, -4.2413, 0.5096], [-3.2197, -4.0972, -1.1488], [-1.2907, -2.3994, -1.0219], [-1.8351, -1.7017, 0.5846], [-4.0208, -0.6955, -0.5855], [-3.4760, -1.5767, -2.1863], [-2.7212, 0.7076, -2.6514], [-1.2582, -0.2031, -2.0632], [-3.9710, 1.3125, 0.4661], [-1.4229, 3.9543, 2.4177], [0.9831, 4.3520, -0.0419], [0.6702, 4.6014, 1.7475], [2.3910, 2.1289, 0.5702], [2.9533, 1.8352, 3.1060], [1.3653, 1.1082, 2.5173], [1.4095, 2.7026, 3.5763], [0.1800, 1.5240, -2.4624], [1.4333, 2.5388, -1.4633], [2.4136, 0.4696, -0.8032], [1.2054, -0.5200, -1.8480], [0.2614, -1.2421, 0.0262], [1.4858, -0.5758, 0.8593], [6.6846, 3.0726, 2.8615], [7.4868, 4.1764, 2.7469], [8.6974, 3.8818, 3.3243], [8.6252, 2.5489, 3.7999], [7.3729, 2.0739, 3.4979], [5.7367, 3.0055, 2.5288], [7.1275, 5.0740, 2.2672], [9.5418, 4.5508, 3.3954], [9.4037, 1.9981, 4.3065], [6.9128, 1.1148, 3.6814], [-3.6354, -4.3581, -5.7696], [-3.3900, -4.0052, -4.4710], [-2.0959, -3.5508, -4.3917], [-1.5431, -3.6280, -5.6946], [-2.5168, -4.1269, -6.5235], [-4.5044, -4.7296, -6.1172], [-4.1544, -4.1078, -3.7155], [-1.6065, -3.2009, -3.4941], [-0.5435, -3.3489, -5.9926], [-2.5099, -4.3379, -7.5817]],
  "nbo_charge": [-0.741, 0.716, -0.549, -0.699, -0.229, -0.436, -0.413, -0.480, 0.133, -0.015, -0.141, -0.273, 0.252, -0.477, -0.153, -0.656, -0.081, 0.069, -0.484, -0.229, -0.874, 0.221, 0.250, 0.250, 0.388, 0.190, 0.223, 0.208, 0.212, 0.246, 0.243, 0.277, 0.225, 0.259, 0.448, 0.261, 0.242, 0.223, 0.248, 0.230, 0.231, 0.256, 0.252, 0.209, 0.215, 0.379, 0.376, -0.515, -0.083, -0.290, -0.303, -0.084, 0.408, 0.208, 0.225, 0.226, 0.204, -0.503, -0.071, -0.325, -0.308, -0.063, 0.419, 0.207, 0.203, 0.224, 0.220]
}

{
  "formula": "C5H11N",
  "method": "ωB97M-V with the def2-TZVPD basis set",
  "e_homo_ev": -7.8,
  "total_charge": 0,
  "de_lowest_ev": 5.035,
  "elements": ["C", "N", "C", "C", "C", "C", "H", "H", "H", "H", "H", "H", "H", "H", "H", "H", "H"],
  "positions_angstrom": [[1.3756, -0.0974, -0.8823], [1.4120, 0.7582, 0.7875], [0.2778, 0.4602, 1.5533], [-0.1299, 0.0795, 0.1625], [-1.0583, 1.0640, -0.5286], [-0.5948, -1.3748, 0.0944], [1.9036, -1.0275, -0.6642], [0.7197, -0.2620, -1.7519], [2.0770, 0.6806, -1.1856], [-0.2799, 1.3240, 1.9455], [0.2963, -0.3735, 2.2817], [-2.0641, 1.0169, -0.0884], [-1.1532, 0.8311, -1.5977], [-0.6762, 2.0836, -0.4245], [-1.5481, -1.4672, 0.6323], [-0.7500, -1.6964, -0.9438], [0.1250, -2.0497, 0.5674]],
  "nbo_charge": [-0.478, -0.404, -0.289, 0.114, -0.629, -0.617, 0.217, 0.186, 0.246, 0.180, 0.154, 0.220, 0.207, 0.236, 0.223, 0.209, 0.225]
}

{
  "formula": "C25H18N4OPS3Zn",
  "method": "ωB97M-V with the def2-TZVPD basis set",
  "e_homo_ev": -5.0,
  "total_charge": -1,
  "elements": ["Zn", "C", "C", "C", "C", "C", "C", "C", "C", "C", "S", "C", "N", "H", "H", "H", "H", "H", "H", "H", "H", "O", "N", "C", "C", "N", "C", "N", "S", "P", "S", "C", "C", "C", "C", "C", "C", "C", "C", "C", "C", "C", "C", "H", "H", "H", "H", "H", "H", "H", "H", "H", "H"],
  "positions_angstrom": [[-1.2781, 0.5902, -1.7497], [0.2050, 3.6968, -1.0501], [-1.0030, 3.2953, -0.2633], [-1.3895, 4.0733, 0.8534], [-2.4810, 3.7140, 1.5902], [-3.2598, 2.5906, 1.2251], [-4.3463, 2.1045, 2.0377], [-5.0074, 0.9499, 1.6582], [-4.7213, 0.3510, 0.4213], [-3.7099, 0.7786, -0.4321], [-3.5070, -0.0034, -2.0236], [-2.8723, 1.8783, 0.0539], [-1.6740, 2.1751, -0.5890], [0.3046, 4.7803, -1.0368], [0.1095, 3.4055, -2.0862], [1.1187, 3.2609, -0.6039], [-0.8452, 5.0041, 1.0820], [-2.7412, 4.3282, 2.4677], [-4.6428, 2.6246, 2.9494], [-5.7233, 0.5168, 2.3345], [-5.2651, -0.5613, 0.1450], [-0.4723, 1.4279, -3.4877], [0.7406, 0.8701, -3.6792], [1.3376, 1.5109, -4.7348], [2.6766, 1.1619, -5.0520], [3.7744, 0.7590, -5.1427], [0.6893, 2.4687, -5.5340], [0.0580, 3.2765, -6.0788], [2.1024, 0.7570, 0.2584], [1.1439, -1.0026, 0.2367], [-0.6940, -1.3065, -0.5976], [2.1507, -2.2946, -0.4748], [1.8624, -2.8098, -1.7365], [2.6776, -3.8081, -2.2406], [3.7372, -4.3084, -1.4795], [3.9892, -3.8487, -0.1896], [3.2104, -2.7670, 0.2930], [0.9445, -1.4640, 1.9613], [0.5691, -2.7725, 2.2191], [0.4059, -3.1885, 3.5575], [0.5582, -2.2552, 4.6005], [0.8838, -0.9470, 4.3220], [1.0636, -0.5397, 2.9890], [0.9972, -2.4256, -2.2746], [2.4199, -4.3055, -3.1759], [4.3744, -5.0685, -1.9032], [4.7571, -4.3129, 0.4414], [3.3563, -2.2652, 1.2483], [0.5297, -3.5033, 1.3927], [0.1541, -4.2258, 3.7769], [0.3858, -2.5950, 5.6145], [1.0319, -0.2483, 5.1491], [1.3137, 0.4776, 2.7376]],
  "nbo_charge": [1.566, -0.671, 0.292, -0.279, -0.099, -0.138, -0.217, -0.199, -0.246, -0.162, -0.476, 0.233, -0.633, 0.212, 0.254, 0.266, 0.219, 0.211, 0.204, 0.208, 0.221, -0.670, 0.072, -0.203, 0.274, -0.336, 0.270, -0.323, -0.668, 1.182, -0.756, -0.420, -0.174, -0.213, -0.211, -0.210, -0.184, -0.321, -0.211, -0.219, -0.220, -0.210, -0.211, 0.249, 0.211, 0.205, 0.209, 0.227, 0.228, 0.207, 0.204, 0.207, 0.248]
}

{
  "formula": "C4H11N2S",
  "method": "ωB97M-V with the def2-TZVPD basis set",
  "e_homo_ev": -13.0,
  "total_charge": 1,
  "de_lowest_ev": 1.407,
  "elements": ["C", "C", "C", "C", "N", "N", "S", "H", "H", "H", "H", "H", "H", "H", "H", "H", "H", "H"],
  "positions_angstrom": [[0.1351, -0.8037, 1.1485], [1.5520, -0.5698, 1.3904], [-0.9604, -0.4105, 0.2698], [-2.1273, -1.2965, 0.2117], [-1.0114, 0.6783, -0.5087], [1.7274, 1.7525, -1.4700], [2.6746, -1.5329, 2.3096], [-0.1957, -1.7199, 1.7885], [1.9555, 0.2433, 0.8847], [-1.7654, -2.2841, 0.5398], [-2.7073, -1.3019, -0.7068], [-2.7658, -1.0032, 1.0206], [-1.8102, 0.9747, -0.9545], [2.2365, 2.2824, -0.8241], [1.6129, 2.3997, -2.3418], [2.3452, 1.1685, -2.0560], [-0.1996, 1.2264, -0.6891], [1.8566, -2.4397, 2.9404]],
  "nbo_charge": [-0.386, -0.173, 0.428, -0.688, -0.664, -1.116, 0.214, 0.217, 0.225, 0.258, 0.260, 0.271, 0.410, 0.372, 0.384, 0.384, 0.444, 0.160]
}